The following is a quantum chemistry calculation of a cluster of 4 separate species, CH12N2O3 in total at a distorted geometry, from the OMol25 dataset.

**Kohn-Sham gap**: 10.355 eV
**Energy above the lowest of the compared OMol25 structures with the same formula, charge and spin**: 47.5 kcal/mol
**HOMO level**: -9.51 eV
**SMILES string**: NCN.O.O.O

```
18
Properties=species:S:1:pos:R:3:forces:R:3
N -3.23639 0.63557 -0.48284 -1.853 0.392 -0.405
C -2.42138 0.11518 -1.53702 2.536 1.085 -0.857
N -1.03819 -0.21195 -0.96591 -2.452 -4.403 -2.990
H -4.20764 0.40672 -0.70264 0.333 0.231 1.053
H -2.94848 0.59407 0.49260 -0.198 -0.471 -0.690
H -2.94850 -0.73851 -2.10883 1.297 1.139 0.922
H -2.19931 1.01944 -2.28878 -0.532 -2.114 1.104
H -0.83649 0.46959 -0.32720 0.774 1.753 2.203
H -1.02866 -1.21496 -0.57538 0.006 2.474 -0.446
O 5.00406 -5.39287 0.07726 -0.515 0.677 2.666
H 4.77043 -4.95513 0.97000 0.598 -1.132 -2.169
H 4.85635 -4.69384 -0.54973 -0.083 0.456 -0.496
O 5.85288 0.89487 4.56018 3.664 -3.593 -3.352
H 5.31949 1.32964 5.10431 -3.451 3.213 3.257
H 6.10669 1.41156 3.79793 -0.215 0.379 0.093
O -3.91749 3.80493 -1.76676 -1.846 -1.652 1.797
H -3.96082 2.87112 -1.42577 -0.530 1.156 0.244
H -3.16656 3.65456 -2.27141 2.466 0.409 -1.934
```
Positions in Å, forces in eV/Å.